{
  "formula": "C2H3NP2",
  "method": "wB97M-V/def2-TZVPD",
  "symbols": ["C", "C", "N", "P", "P", "H", "H", "H"],
  "positions_angstrom": [[1.8411, -0.9181, 0.0159], [1.1494, 0.2225, -0.0164], [2.3693, -1.9538, 0.0566], [1.1749, 1.8515, -0.1354], [-2.1255, -1.0768, -0.0397], [-0.2167, 2.1038, -0.0533], [-2.0241, -0.2476, 1.0777], [-2.1684, 0.0184, -0.9054]],
  "lowdin_charge": [-0.40, -0.51, 0.17, 0.84, 0.58, -0.15, -0.26, -0.26],
  "fmax_ev_per_a": 1.86,
  "relative_energy_kcal_mol": 89.51,
  "spin_multiplicity": 1,
  "homo_ha": [-0.335, -0.344],
  "mol_weight_g_mol": 103.0,
  "energy_ha": -815.2830,
  "orbital_gap_ha": [0.2625, 0.2918]
}



{
  "formula": "C16H32Cu5N3O6",
  "method": "wB97M-V/def2-TZVPD",
  "symbols": ["Cu", "Cu", "Cu", "Cu", "Cu", "C", "C", "C", "C", "C", "C", "N", "O", "C", "C", "C", "H", "H", "H", "H", "H", "H", "H", "H", "H", "H", "H", "H", "H", "H", "H", "H", "H", "H", "C", "O", "O", "O", "C", "O", "N", "C", "C", "H", "H", "H", "H", "H", "H", "H", "C", "O", "N", "C", "C", "H", "H", "H", "H", "H", "H", "H"],
  "positions_angstrom": [[-3.4623, -0.3894, 2.1904], [0.4547, -0.5732, -2.3184], [-1.4533, -2.9131, 1.3799], [1.1074, -0.1888, 0.9737], [-2.0379, 1.7468, -1.9332], [2.9755, -1.3973, -3.5651], [3.9372, -0.5181, -2.7320], [4.6913, 0.4482, -3.6871], [5.0164, 1.7545, -2.9985], [3.7986, 2.3139, -2.2222], [3.2925, 1.4142, -1.0869], [3.0388, 0.0909, -1.7097], [2.3075, -0.7611, -0.8664], [2.0304, 2.1792, -0.6164], [4.3023, 1.3097, 0.0562], [4.9400, -1.4673, -2.0675], [3.6114, -1.6963, -4.4031], [2.1213, -0.8957, -4.0412], [2.5585, -2.3067, -3.1318], [4.1018, 0.7169, -4.5656], [5.5969, -0.0319, -4.0558], [5.2906, 2.5173, -3.7287], [5.7984, 1.7968, -2.2384], [2.9691, 2.6229, -2.8643], [4.0146, 3.2582, -1.7148], [1.6130, 1.7079, 0.2853], [1.1769, 2.2195, -1.2977], [2.2527, 3.2207, -0.3880], [4.3870, 2.3155, 0.4721], [5.2486, 0.8848, -0.2690], [3.9278, 0.6751, 0.8622], [5.3605, -2.2486, -2.7034], [4.4536, -2.1352, -1.3492], [5.6947, -0.9577, -1.4688], [-1.5678, 0.1320, 0.1979], [-2.8066, 0.2905, 0.0018], [-1.2074, -0.4000, 1.2769], [-0.6380, 0.5120, -0.5534], [-5.7044, -1.3159, -1.0924], [-5.7421, -2.5059, -1.3621], [-6.7954, -0.5175, -1.1282], [-6.6911, 0.8165, -0.5738], [-8.0850, -0.9914, -1.5892], [-4.8651, -0.7573, -0.6505], [-7.1845, 1.0482, 0.3748], [-7.2573, 1.5035, -1.2097], [-5.6544, 1.1497, -0.5571], [-8.1010, -1.2941, -2.6343], [-8.4544, -1.7887, -0.9438], [-8.7932, -0.1720, -1.4691], [-2.3232, 0.1328, 5.3436], [-2.5257, 0.2953, 4.1404], [-1.5089, -0.8480, 5.7886], [-1.2744, -1.1428, 7.1849], [-0.6451, -1.4424, 4.7847], [-2.6039, 0.8128, 6.1593], [-1.1887, -2.2044, 7.4018], [-2.0171, -0.6792, 7.8354], [-0.3897, -0.6249, 7.5668], [-1.1357, -1.5519, 3.8163], [0.2195, -0.8297, 4.5062], [-0.1760, -2.3393, 5.1873]],
  "lowdin_charge": [0.62, 0.57, 0.79, 0.53, 0.76, -0.05, -0.47, -0.11, -0.16, -0.15, -0.51, -0.18, -0.28, -0.04, -0.01, -0.03, 0.10, 0.07, 0.08, 0.12, 0.13, 0.12, 0.11, 0.12, 0.12, 0.04, 0.07, 0.10, 0.10, 0.08, 0.07, 0.09, 0.08, 0.08, -0.94, -0.04, -0.08, -0.08, -0.36, 0.02, -0.19, -0.07, -0.03, 0.09, 0.09, 0.09, 0.07, 0.10, 0.10, 0.09, -0.26, -0.03, -0.16, -0.03, -0.04, 0.16, 0.10, 0.10, 0.10, 0.04, 0.10, 0.10],
  "fmax_ev_per_a": 4.74,
  "total_charge": 2,
  "spin_multiplicity": 1,
  "homo_ha": -0.417,
  "mol_weight_g_mol": 680.2,
  "energy_ha": -9446.1690,
  "orbital_gap_ha": 0.1043
}



{
  "formula": "C22H35Br2Ca2Cl7O8S",
  "method": "wB97M-V/def2-TZVPD",
  "symbols": ["C", "C", "C", "C", "C", "O", "S", "O", "O", "O", "C", "C", "C", "C", "C", "C", "C", "C", "C", "C", "C", "C", "O", "C", "H", "H", "H", "H", "H", "H", "H", "H", "H", "H", "H", "H", "H", "H", "H", "H", "H", "H", "H", "H", "H", "H", "H", "H", "H", "H", "H", "H", "H", "H", "Ca", "C", "C", "O", "O", "H", "H", "H", "C", "Cl", "Cl", "Cl", "Cl", "C", "Cl", "Cl", "Cl", "H", "O", "H", "Ca", "Br", "Br"],
  "positions_angstrom": [[-1.0134, -0.9965, 3.4597], [-1.5547, -1.7737, 2.6931], [-2.2921, -2.7111, 1.6276], [-1.5076, -4.0689, 1.7481], [-1.0044, -4.4044, 3.0444], [-3.6663, -2.6151, 2.0798], [-4.0062, -0.9858, 1.7158], [-5.3220, -1.0964, 1.0779], [-4.2450, -0.1180, 2.8771], [-2.7051, -0.5503, 0.7320], [-2.2300, -1.8706, 0.2602], [-3.2084, -2.4559, -0.8454], [-3.9580, -1.3689, -1.7261], [-3.1106, -0.7907, -2.9460], [-0.7458, -1.5913, -0.2686], [-0.0631, -2.8420, -0.9697], [1.3097, -3.2967, -0.3152], [2.3869, -2.1335, -0.1517], [2.5737, -1.2042, -1.4274], [2.1874, 0.3230, -1.1769], [2.8111, 0.9366, 0.1521], [1.5742, 1.2548, 1.1308], [2.0401, 2.1917, 2.1333], [1.2443, 2.1028, 3.3439], [-0.8218, -0.3916, 4.3835], [-1.2986, -4.7839, 0.9210], [0.1822, -4.6252, 3.2073], [-1.7147, -4.4028, 3.9265], [-4.0209, -3.1057, -0.3810], [-2.6786, -3.1475, -1.5798], [-4.3752, -0.4975, -1.1537], [-4.8583, -1.8984, -2.1818], [-3.4492, 0.2760, -3.1202], [-1.9959, -0.7695, -2.7851], [-3.3525, -1.4069, -3.8560], [-0.8044, -0.7629, -1.0470], [-0.0777, -1.1839, 0.5497], [-0.7681, -3.7282, -0.8639], [0.1136, -2.7200, -2.0780], [1.7872, -4.1233, -0.9384], [1.1445, -3.7207, 0.7255], [3.3840, -2.6559, 0.0221], [2.1460, -1.5804, 0.8023], [3.6784, -1.2176, -1.6904], [2.0209, -1.5441, -2.3487], [2.5115, 0.9676, -2.0479], [1.0551, 0.3636, -1.1095], [3.4052, 1.8889, -0.0153], [3.4667, 0.2130, 0.7238], [1.1784, 0.2921, 1.5731], [0.7945, 1.7844, 0.5101], [0.9131, 1.0466, 3.5988], [0.3446, 2.7842, 3.3035], [1.8615, 2.4699, 4.2585], [3.6440, 1.3622, 4.0271], [1.2153, 6.5345, 3.9887], [2.1141, 5.3418, 3.6740], [2.4902, 5.2331, 2.4813], [2.3793, 4.5984, 4.6477], [1.0274, 7.1356, 3.0976], [0.2571, 6.1842, 4.3784], [1.6908, 7.1683, 4.7401], [3.5320, 4.3108, -2.3325], [1.9941, 3.8216, -3.0516], [4.6919, 2.9833, -2.4542], [4.1753, 5.7391, -3.1893], [3.2650, 4.7143, -0.6043], [-5.3031, -1.1004, -6.8350], [-5.3968, 0.2168, -5.6592], [-4.1111, -0.7330, -8.0872], [-4.9103, -2.6266, -6.0315], [-6.2750, -1.2048, -7.3087], [6.3427, 5.0177, -5.6356], [5.4859, 4.9957, -5.2275], [5.1121, 6.0894, -0.5533], [0.7961, -3.6319, 4.4707], [0.4293, -5.9627, 2.0280]],
  "lowdin_charge": [0.08, -0.10, -0.36, -0.15, -0.44, -0.14, 0.77, -0.26, -0.25, -0.17, -0.36, -0.11, -0.22, -0.11, -0.08, -0.18, -0.21, -0.19, -0.18, -0.20, -0.17, -0.21, -0.35, -0.22, 0.08, 0.04, -0.33, 0.12, 0.13, 0.13, 0.09, 0.12, 0.07, 0.06, 0.03, 0.11, 0.10, 0.09, 0.11, 0.12, 0.05, 0.12, 0.09, 0.11, 0.11, 0.07, 0.09, 0.06, 0.09, 0.10, 0.14, 0.06, 0.13, 0.00, 0.97, -0.04, -0.78, -0.14, -0.12, 0.06, 0.07, 0.07, -1.95, 0.61, 0.61, 0.55, 0.45, -1.54, 0.53, 0.52, 0.52, 0.01, -0.58, -0.31, 1.04, 0.32, 0.60],
  "fmax_ev_per_a": 6.77,
  "spin_multiplicity": 1,
  "homo_ha": -0.192,
  "mol_weight_g_mol": 947.7,
  "energy_ha": -11583.1879,
  "orbital_gap_ha": 0.0662
}



{
  "formula": "C5H8S3",
  "method": "wB97M-V/def2-TZVPD",
  "symbols": ["S", "C", "C", "S", "C", "C", "C", "S", "H", "H", "H", "H", "H", "H", "H", "H"],
  "positions_angstrom": [[-0.3064, 2.6661, -0.3399], [-0.0260, 1.1263, 0.3839], [-1.4016, 0.4469, 0.6482], [-2.1476, -0.3812, -0.8513], [-1.1247, -1.0611, 0.4108], [0.2995, -1.2784, -0.2080], [0.9098, 0.0978, -0.3902], [2.7240, 0.0106, -0.4183], [-0.9093, 2.1397, -1.3457], [0.6225, 1.2970, 1.2949], [-2.0018, 0.6139, 1.4889], [-1.7608, -1.5992, 0.9656], [0.0959, -1.9092, -1.1845], [1.0517, -1.9941, 0.3262], [0.8432, 0.2346, -1.5660], [3.1315, -0.4095, 0.7854]],
  "lowdin_charge": [0.79, -0.74, -0.45, 0.87, -0.54, -0.27, -0.71, 0.74, -0.16, 0.12, 0.09, 0.04, 0.13, 0.12, 0.11, -0.15],
  "smiles": "S[C@H]1[C@H]2S[C@H]2C[C@@H]1S",
  "fmax_ev_per_a": 4.94,
  "relative_energy_kcal_mol": 47.37,
  "spin_multiplicity": 1,
  "homo_ha": -0.329,
  "mol_weight_g_mol": 164.3,
  "energy_ha": -1389.7901,
  "orbital_gap_ha": 0.3536
}



{
  "formula": "C2H10N2O2P",
  "method": "wB97M-V/def2-TZVPD",
  "symbols": ["C", "N", "C", "P", "N", "O", "O", "H", "H", "H", "H", "H", "H", "H", "H", "H", "H"],
  "positions_angstrom": [[1.4411, -0.8372, 0.7442], [0.1445, -0.7865, 0.0801], [-1.1135, -1.3354, 0.6897], [-0.1130, 0.5497, -0.7779], [-0.3241, 2.2214, 0.4612], [1.0119, 0.7056, -1.8395], [-1.3871, 0.3151, -1.6949], [2.2525, -0.3724, 0.1742], [1.5227, -0.5225, 1.8898], [1.6098, -1.8835, 0.5936], [-0.8040, -2.3532, 0.9590], [-1.2041, -0.8829, 1.7410], [-2.0487, -1.2506, 0.1453], [-0.0701, 3.0495, -0.0567], [0.3068, 2.0508, 1.2288], [0.8226, 0.3708, -2.7052], [-2.0475, 0.9614, -1.6327]],
  "lowdin_charge": [-0.09, -0.33, -0.05, 0.75, 0.01, -0.07, -0.06, 0.09, 0.15, 0.09, 0.10, 0.12, 0.09, 0.02, 0.01, 0.11, 0.08],
  "smiles": "C[N+](C)=P(N)(O)O",
  "fmax_ev_per_a": 5.06,
  "relative_energy_kcal_mol": 51.87,
  "total_charge": 1,
  "spin_multiplicity": 1,
  "homo_ha": -0.532,
  "mol_weight_g_mol": 125.1,
  "energy_ha": -683.3017,
  "orbital_gap_ha": 0.3892
}



{
  "formula": "C5H16N",
  "method": "wB97M-V/def2-TZVPD",
  "symbols": ["C", "C", "C", "H", "H", "H", "H", "H", "H", "H", "H", "C", "C", "N", "H", "H", "H", "H", "H", "H", "H", "H"],
  "positions_angstrom": [[0.9992, 0.3909, -2.1607], [-0.2422, 1.1475, -2.4707], [2.0820, 0.8599, -1.1935], [1.6670, 0.3364, -3.0357], [0.7679, -0.6714, -1.9089], [-0.4879, 1.8290, -1.6006], [-0.2625, 1.8374, -3.3414], [3.0894, 0.6941, -1.4274], [-1.0891, 0.5646, -2.8732], [1.9195, 0.3786, -0.2362], [2.2092, 1.9666, -1.1719], [-0.7104, -0.7022, 1.3961], [-1.9235, -0.1181, 2.0049], [-0.1774, -1.7957, 2.3018], [-1.0812, -1.1898, 0.3873], [0.1120, 0.1561, 1.2230], [-1.9632, -0.0288, 3.0387], [-2.8929, -0.7070, 1.8494], [-0.4057, -2.7394, 2.0156], [0.7943, -1.4998, 2.2138], [-0.3522, -1.6145, 3.3815], [-2.0522, 0.9056, 1.6083]],
  "lowdin_charge": [-0.34, -0.14, -0.13, 0.11, 0.10, 0.08, 0.08, 0.05, 0.07, 0.03, 0.10, -0.23, -0.12, 0.17, 0.17, 0.17, 0.05, 0.12, 0.17, 0.15, 0.23, 0.11],
  "fmax_ev_per_a": 3.44,
  "relative_energy_kcal_mol": 50.43,
  "total_charge": 1,
  "spin_multiplicity": 1,
  "homo_ha": -0.493,
  "mol_weight_g_mol": 90.2,
  "energy_ha": -254.5219,
  "orbital_gap_ha": 0.3481
}